(1)
Here is C2H6N2S in the gas phase at a distorted geometry from the OMol25 dataset. Energies are from wB97M-V/def2-TZVPD.

```
! RIJCOSX wB97M-V def2-TZVPD def2/J DEFGRID3
* xyz 0 1
S 1.777 -0.071 -0.042
N -0.804 1.386 0.039
N -0.761 0.047 -0.131
C 0.301 -0.679 0.176
C -2.026 -0.650 -0.063
H -1.681 -1.618 -0.348
H -0.265 1.876 -0.636
H -2.834 -0.177 -0.633
H -0.358 1.495 1.066
H -2.302 -0.750 1.111
H 0.310 -1.747 0.087
*
```

Properties
- HOMO (eV) = -8.5
- E_tot (eV) = -15984.402
- ΔE to the lowest compared entry with this formula, charge and spin (eV) = 2.396
- SMILES string = CN(N)C=S
- LUMO (eV) = 0.276

***

(2)
Here is C2H6N2S in the gas phase at a distorted geometry from the OMol25 dataset. Energies are from wB97M-V/def2-TZVPD.

```
! RIJCOSX wB97M-V def2-TZVPD def2/J DEFGRID3
* xyz 0 1
S -1.258 -1.038 -0.092
N 2.263 0.183 0.085
N 0.289 -0.897 0.624
C 1.382 -0.667 -0.209
C -1.815 0.650 -0.044
H 2.949 0.183 -0.703
H -2.926 0.757 -0.029
H 1.500 -1.242 -1.097
H -1.312 1.215 -0.843
H -1.624 1.073 0.982
H 0.552 -0.217 1.325
*
```

Properties
- HOMO (eV) = -8.8
- E_tot (eV) = -15985.566
- ΔE to the lowest compared entry with this formula, charge and spin (eV) = 1.232
- SMILES string = [H]/N=C/NSC
- LUMO (eV) = 0.930

***

(3)
Here is C2H6N2S in the gas phase at a distorted geometry from the OMol25 dataset. Energies are from wB97M-V/def2-TZVPD.

```
! RIJCOSX wB97M-V def2-TZVPD def2/J DEFGRID3
* xyz 0 1
S -2.944 -0.370 0.078
N 1.785 -0.615 0.030
N -1.494 0.444 -0.199
C -0.500 -0.313 -0.133
C 0.819 0.422 0.108
H 0.697 0.996 1.133
H -0.349 -1.423 -0.247
H 2.361 -0.516 -0.866
H -3.664 0.704 0.010
H 2.515 -0.512 0.801
H 0.774 1.183 -0.715
*
```

Properties
- HOMO (eV) = -8.5
- E_tot (eV) = -15984.761
- ΔE to the lowest compared entry with this formula, charge and spin (eV) = 2.038
- SMILES string = NC/C=N/S
- LUMO (eV) = 1.010

***

Q: Look up the ΔE to the lowest compared entry with this formula, charge and spin of the first one.
A: 2.396 eV

***

Q: HOMO of number 3 (C2H6N2S)?
A: -8.5 eV

***

Q: Which formula does entry 3 have?
A: C2H6N2S

***

Q: Which formula does entry 3 have?
A: C2H6N2S